(1)
The following is a quantum chemistry calculation of a 2-piece molecular cluster, C2H3FIO2S overall at a distorted geometry, from OMol25.

```
10
Properties=species:S:1:pos:R:3:forces:R:3:mulliken_charge:R:1
C 0.0008 0.2222 0.0279 -1.1 -0.6 1.1 -0.7362
C -2.4743 0.4004 -0.5455 2.5 0.7 1.4 -0.0621
O -2.9950 2.1363 1.6384 0.7 -0.4 -0.1 -0.5682
O -2.7178 3.0325 -0.6634 0.8 0.6 -0.3 -0.5791
F -2.4551 0.4718 -1.8535 -0.3 -0.1 -1.0 -0.1801
S -3.2974 2.0167 0.2058 -1.8 -0.5 -0.1 0.4969
I -3.4449 -1.3441 0.1281 -0.3 -0.6 0.2 -0.0788
H -0.2145 1.0235 0.7554 0.3 -0.5 -0.5 0.2413
H 0.7190 0.4564 -0.7634 -0.5 0.0 0.0 0.2521
H 0.1404 -0.7975 0.5080 -0.4 1.3 -0.8 0.2143
```
Forces are in eV/Å.

Computed properties:
- LUMO level (spin up / spin down): 2.8 / 2.8 eV
- Net charge: -1
- Largest force on an atom: 0.0575 Eh/bohr
- 2S+1: 1
- HOMO level (spin up / spin down): -3.40 / -3.69 eV

---

(2)
The following is a quantum chemistry calculation of C2H3FIrO3 as an isolated structure at a distorted geometry, from OMol25.

```
10
Properties=species:S:1:pos:R:3:forces:R:3:mulliken_charge:R:1
H 1.2780 0.1730 2.0128 0.2 -0.2 0.3 0.4818
O -0.7330 0.2221 1.7404 0.1 0.1 1.6 -0.3327
C 0.4052 0.0507 1.3520 1.0 0.9 -0.1 0.1361
C 0.6921 -0.0743 -0.1521 4.7 -4.6 3.2 0.4646
F 1.4337 -1.1755 -0.3583 -1.5 1.7 0.1 -0.0599
H 1.3352 0.7758 -0.4308 -0.9 0.7 -0.9 0.3303
O -0.7780 -0.5674 -0.6889 2.2 1.3 -2.1 -0.2670
Ir -2.2393 -0.2578 0.5556 -4.0 -0.2 0.7 1.9288
O -0.3677 0.3370 -1.6702 -0.5 0.4 -1.8 -0.1234
H -1.0262 0.5164 -2.3606 -1.3 -0.1 -0.9 0.4413
```
Forces are in eV/Å.

Computed properties:
- LUMO level (spin up / spin down): -17.7 / -20.7 eV
- <S²>: 6.01
- Net charge: +3
- Largest force on an atom: 0.1427 Eh/bohr
- 2S+1: 5
- HOMO level (spin up / spin down): -26.95 / -27.73 eV

---

(3)
The following is a quantum chemistry calculation of a 2-piece molecular cluster, C2H3FNO3PS overall at a distorted geometry, from OMol25.

```
12
Properties=species:S:1:pos:R:3:forces:R:3:mulliken_charge:R:1
C -2.1447 -1.3561 -2.0200 -0.8 -2.9 3.2 0.2294
C -0.3574 0.5741 0.4960 2.6 1.4 -0.2 0.0299
N -2.3114 -2.2722 -1.2728 0.5 1.5 -2.0 -0.6247
O 2.1921 1.5642 1.1933 -0.8 -0.5 -0.6 -0.7758
O 1.1504 -0.3645 2.5353 0.1 -0.7 0.5 -0.7670
O 2.0108 -0.7502 0.1511 0.0 1.4 -2.3 -0.5456
F -0.8281 1.7697 1.0404 -0.6 0.6 0.3 -0.3229
P 1.3434 0.3097 1.2298 0.3 0.7 1.0 0.8165
S -2.0239 0.0730 -2.7582 0.2 1.4 -1.4 -0.5808
H -0.0848 0.8011 -0.5274 -0.8 -0.2 -0.6 -0.0078
H 2.1593 -0.1884 -0.6971 -0.2 -1.5 2.2 0.3011
H -1.1057 -0.1606 0.6297 -0.4 -1.0 -0.1 0.2477
```
Forces are in eV/Å.

Computed properties:
- LUMO level: 5.7 eV
- Net charge: -2
- Largest force on an atom: 0.0854 Eh/bohr
- 2S+1: 1
- HOMO level: -1.22 eV

---

(4)
The following is a quantum chemistry calculation of a 2-piece molecular cluster, C2H3FNP overall at a distorted geometry, from OMol25.

```
8
Properties=species:S:1:pos:R:3:forces:R:3:mulliken_charge:R:1
C -1.0969 0.0998 -0.0325 -1.1 -0.6 -0.5 0.2557
C 0.2080 -0.4719 -0.0182 0.0 0.3 0.5 -0.3462
N -2.1062 0.2965 -0.7816 3.0 -0.7 -1.0 -0.6261
F 2.7132 0.0401 0.6292 1.6 -0.2 2.2 -0.3580
P -0.2799 -0.1541 1.6018 0.6 -0.1 -1.7 0.0411
H 2.3581 0.1542 -0.1794 -0.7 0.5 -1.9 0.3836
H 1.0961 -0.7809 -0.6872 -2.2 0.1 1.0 0.4067
H -2.8923 0.8164 -0.5321 -1.3 0.7 1.3 0.2432
```
Forces are in eV/Å.

Computed properties:
- LUMO level: -0.8 eV
- Net charge: 0
- Largest force on an atom: 0.0626 Eh/bohr
- 2S+1: 1
- HOMO level: -8.57 eV

---

(5)
The following is a quantum chemistry calculation of one molecule with the formula C2H3FO2 at a distorted geometry, from OMol25.

```
8
Properties=species:S:1:pos:R:3:forces:R:3:mulliken_charge:R:1
C 1.1038 -0.7983 1.0861 0.9 4.6 1.4 0.8865
C 0.1484 -0.1845 0.1255 -0.6 2.6 -1.6 -1.0207
O 1.0619 -0.4838 2.4140 -11.8 -8.2 6.5 -0.3209
O 2.1615 0.1321 1.7274 9.7 4.2 -9.4 -0.2333
F 1.4375 -1.9367 0.5236 1.3 -1.0 1.5 -0.1893
H -0.4157 0.7382 0.4003 0.5 -0.9 0.9 0.3107
H -0.6191 -0.9105 -0.2017 0.8 0.2 -0.1 0.2946
H 0.7448 0.2986 -0.7329 -0.7 -1.5 0.8 0.2725
```
Forces are in eV/Å.

Computed properties:
- LUMO level (spin up / spin down): 0.9 / -1.5 eV
- <S²>: 2.02
- Net charge: 0
- Largest force on an atom: 0.3065 Eh/bohr
- 2S+1: 3
- HOMO level (spin up / spin down): -6.27 / -12.10 eV

---

(6)
The following is a quantum chemistry calculation of a 2-piece molecular cluster, C2H3FO2P overall at a distorted geometry, from OMol25.

```
9
Properties=species:S:1:pos:R:3:forces:R:3:mulliken_charge:R:1
C 0.3852 0.1238 1.4113 -1.0 -3.1 -2.7 -0.5453
C -0.1804 -0.5746 0.3704 0.5 1.6 0.6 -0.0338
O -1.7422 -0.3037 -2.0357 0.9 0.7 2.2 -0.5871
O -0.9253 1.9641 -0.8659 -0.3 -4.4 0.5 -0.6026
F 2.0607 -0.7657 -1.6878 -0.6 0.1 0.3 -0.9205
P -1.0309 0.4208 -0.9325 0.7 2.7 -1.9 0.9094
H 0.9705 -0.3417 2.1480 0.5 -1.2 0.8 0.2492
H 0.5360 1.1373 1.4549 -0.6 2.5 -0.3 0.2774
H -0.0737 -1.6603 0.1374 -0.2 1.1 0.5 0.2533
```
Forces are in eV/Å.

Computed properties:
- LUMO level (spin up / spin down): 3.0 / 3.0 eV
- Net charge: -1
- Largest force on an atom: 0.0866 Eh/bohr
- 2S+1: 1
- HOMO level (spin up / spin down): -3.99 / -3.99 eV

---

- Which formula does entry 1 have?
  C2H3FIO2S